This record from OMol25 describes 8 unconnected molecules or ions with the total composition C41H75N8O8PS in a non-equilibrium geometry. The level of theory is ωB97M-V/def2-TZVPD.

Geometry as XYZ:
```
134
Properties=species:S:1:pos:R:3:forces:R:3:mulliken_charge:R:1
C -3.454 -1.221 -0.077 -0.806 0.449 0.926 -0.92
C -4.011 0.167 -0.754 -0.825 -0.475 -0.197 -0.36
C -3.001 0.855 -1.846 -0.343 1.201 0.681 -0.26
C -1.474 1.129 -1.300 3.280 0.139 0.816 0.10
C -0.184 0.713 -2.280 0.656 1.338 2.679 0.12
C -0.444 -0.014 -3.762 -0.863 -0.588 0.082 -0.75
C -1.051 -1.561 -3.599 0.267 -0.945 1.491 0.68
C 0.101 -2.623 -3.017 -1.331 0.843 0.203 -0.56
O -1.636 -2.085 -4.854 0.093 -0.880 1.789 -0.63
C 1.393 1.012 -1.808 -3.679 0.710 2.119 0.47
P 2.934 0.587 -2.870 0.889 0.698 1.508 0.15
C 3.233 -1.298 -2.942 -0.381 -0.783 0.223 -0.81
C 2.882 1.401 -4.596 -0.821 0.708 -1.028 -0.76
C 1.714 1.704 -0.320 -3.977 -0.888 -1.236 -0.84
C 0.433 2.075 0.634 -1.116 -1.728 -2.802 0.29
C -1.159 1.811 0.195 3.143 -1.331 -2.866 -0.43
N -2.292 2.184 1.125 2.337 -0.124 1.122 0.10
C -2.120 1.628 2.521 0.617 -2.004 4.440 0.13
C -3.304 0.758 3.299 3.984 0.971 1.174 -0.35
C -3.035 0.176 4.834 2.263 1.862 -1.601 -0.39
C -1.623 0.455 5.679 -0.810 1.571 -4.620 -0.37
C -0.430 1.326 4.894 -3.395 -0.984 -1.526 -0.38
C -0.698 1.865 3.368 -2.551 -1.836 0.985 0.46
S 0.635 2.817 2.384 -1.618 -1.969 -0.801 -0.18
H -2.409 -1.059 0.431 -1.937 -0.409 -1.186 0.14
H -4.214 -1.486 0.803 1.641 0.460 -1.847 0.32
H -3.473 -2.137 -0.808 0.274 1.893 1.274 0.31
H -4.375 0.940 0.080 1.212 -1.709 -1.868 0.21
H -5.003 -0.127 -1.347 2.068 0.671 1.126 0.39
H -3.066 0.251 -2.847 0.623 1.108 2.001 0.01
H -3.457 1.932 -2.087 1.038 -2.224 0.482 0.00
H 0.532 -0.094 -4.406 -1.733 0.261 1.513 0.12
H -1.237 0.571 -4.415 1.629 -0.961 1.511 0.14
H -1.929 -1.611 -2.792 2.011 0.574 -1.531 -0.24
H 0.608 -2.040 -2.108 -0.992 -1.635 -1.957 -0.03
H -0.523 -3.568 -2.647 1.614 1.916 -0.663 0.30
H 0.862 -2.942 -3.847 -1.460 0.738 1.636 0.13
H -2.020 -2.998 -4.606 0.982 2.177 -0.569 0.38
H 2.763 -1.757 -1.946 0.907 0.956 -2.378 0.23
H 2.742 -1.735 -3.911 1.094 0.378 2.002 0.19
H 4.397 -1.511 -2.871 -2.505 0.617 -0.441 0.39
H 3.324 0.715 -5.467 -1.029 1.472 2.010 0.33
H 1.772 1.722 -4.840 2.236 -0.708 0.181 0.17
H 3.508 2.408 -4.519 -1.233 -2.308 -0.170 0.28
H 2.844 1.889 0.019 -2.900 -0.431 -0.829 0.17
H -2.236 3.234 1.236 -0.120 -1.139 -0.331 0.43
H -4.298 0.570 2.686 2.249 0.330 1.641 0.26
H -3.929 -0.461 5.302 2.330 1.596 -1.009 0.24
H -1.462 0.028 6.774 -0.402 1.062 -2.708 0.27
H 0.604 1.533 5.453 -2.570 -0.462 -1.551 0.25
C -1.320 6.530 0.657 1.043 0.148 -0.133 -0.02
O -1.800 5.500 0.202 0.390 0.236 0.141 -0.57
N -0.005 6.923 0.531 -1.568 -0.310 0.201 0.30
C 0.485 8.161 1.101 -0.139 -0.149 -0.139 -1.02
C 0.917 6.074 -0.195 -0.141 -0.291 -0.040 -0.06
H -1.932 7.248 1.227 0.134 0.052 -0.002 0.32
H 0.880 8.788 0.297 0.091 0.082 0.110 0.35
H 1.283 7.930 1.813 -0.059 0.193 0.004 0.38
H -0.313 8.699 1.618 0.178 -0.189 -0.034 0.27
H 0.554 5.947 -1.219 0.263 -0.093 0.189 -0.29
H 0.955 5.094 0.290 0.062 -0.007 -0.174 0.05
H 1.918 6.515 -0.211 -0.285 0.004 -0.047 0.36
C -0.787 -7.080 -1.734 0.864 0.159 -0.569 0.08
O -1.546 -6.387 -2.399 0.581 -0.266 0.233 -0.58
N 0.554 -7.268 -1.988 -1.700 0.084 0.438 0.19
C 1.385 -8.106 -1.150 0.078 0.340 -0.252 -0.94
C 1.153 -6.608 -3.129 -0.274 0.134 -0.073 -0.75
H -1.139 -7.627 -0.844 0.126 -0.039 -0.001 0.28
H 2.195 -7.499 -0.736 -0.075 -0.335 -0.032 0.39
H 1.803 -8.912 -1.759 0.128 0.011 0.286 0.34
H 0.806 -8.540 -0.330 0.013 0.108 -0.169 0.22
H 1.029 -5.526 -3.021 0.096 -0.078 -0.190 0.10
H 0.639 -6.932 -4.039 0.148 0.160 -0.025 0.32
H 2.217 -6.851 -3.201 -0.232 -0.020 0.125 0.36
C 3.101 -9.207 1.457 0.277 -1.081 0.173 0.11
O 3.515 -9.074 0.312 0.037 -0.446 0.805 -0.63
N 3.123 -10.378 2.184 -0.232 1.542 -0.831 0.20
C 2.613 -10.452 3.537 0.334 -0.277 -0.112 -1.06
C 3.674 -11.573 1.578 0.083 0.160 -0.270 -0.95
H 2.662 -8.362 2.012 -0.024 -0.080 0.103 0.31
H 3.422 -10.764 4.203 -0.421 0.113 -0.090 0.54
H 1.805 -11.188 3.569 -0.026 0.052 0.191 0.33
H 2.229 -9.483 3.866 0.115 -0.115 -0.109 0.24
H 4.716 -11.384 1.302 -0.100 -0.195 -0.059 0.30
H 3.107 -11.806 0.672 0.181 -0.123 0.039 0.29
H 3.623 -12.416 2.272 -0.035 0.260 -0.058 0.37
C 3.114 -9.904 7.175 -0.611 -0.459 0.244 0.07
O 3.517 -10.599 6.251 -0.437 0.282 1.033 -0.59
N 1.999 -10.163 7.943 1.223 0.467 -0.718 0.12
C 1.588 -9.288 9.021 -0.063 -0.162 -0.086 -0.92
C 1.212 -11.347 7.665 0.182 -0.130 -0.239 -0.90
H 3.638 -8.980 7.472 -0.101 -0.023 0.070 0.30
H 1.586 -9.856 9.956 -0.070 0.213 0.052 0.33
H 0.580 -8.919 8.812 0.063 0.089 0.206 0.34
H 2.269 -8.438 9.119 -0.073 -0.176 -0.080 0.29
H 1.848 -12.231 7.772 -0.213 -0.019 -0.075 0.30
H 0.848 -11.298 6.634 -0.048 -0.184 0.122 0.24
H 0.365 -11.417 8.352 0.212 0.109 -0.104 0.38
C 2.753 6.731 -3.972 -0.826 -0.016 0.033 0.08
O 2.746 7.199 -2.841 -0.254 -0.315 -0.784 -0.56
N 1.635 6.405 -4.709 1.338 0.268 0.577 0.17
C 1.729 5.854 -6.045 -0.147 0.052 0.161 -0.95
C 0.324 6.618 -4.132 0.065 0.104 0.287 -0.79
H 3.696 6.529 -4.505 -0.081 -0.040 -0.088 0.29
H 1.216 6.524 -6.740 0.069 -0.182 -0.132 0.36
H 1.248 4.872 -6.057 0.065 0.035 -0.218 0.32
H 2.772 5.746 -6.353 -0.143 0.049 0.126 0.30
H 0.210 7.679 -3.889 -0.159 -0.136 0.060 0.29
H 0.241 6.036 -3.209 -0.198 0.131 -0.159 0.03
H -0.460 6.314 -4.831 0.236 0.030 0.084 0.40
C -5.764 4.190 -5.610 0.253 -0.727 -0.152 0.11
O -5.350 4.324 -6.755 -0.238 -0.357 0.874 -0.58
N -5.741 3.020 -4.883 -0.132 1.281 -0.518 0.14
C -6.252 2.945 -3.531 0.095 -0.115 -0.165 -0.66
C -5.191 1.825 -5.490 0.080 0.136 -0.281 -0.97
H -6.203 5.035 -5.055 -0.011 -0.094 0.096 0.27
H -5.443 2.634 -2.864 -0.207 0.022 0.148 0.15
H -7.060 2.209 -3.498 0.016 0.064 0.221 0.31
H -6.635 3.915 -3.201 0.092 -0.129 -0.125 0.31
H -4.149 2.013 -5.765 -0.093 -0.202 -0.060 0.28
H -5.758 1.591 -6.395 0.190 -0.121 0.050 0.33
H -5.241 0.981 -4.796 -0.029 0.230 -0.057 0.36
C -0.050 10.841 4.146 0.666 -0.221 -0.293 0.09
O -0.530 9.811 3.691 0.586 0.719 0.250 -0.55
N 1.265 11.234 4.020 -1.398 -0.200 0.261 0.13
C 1.755 12.471 4.590 0.063 -0.174 -0.111 -0.93
C 2.187 10.385 3.294 -0.207 -0.213 -0.077 -0.81
H -0.663 11.559 4.715 0.118 0.048 0.000 0.26
H 2.150 13.099 3.786 0.037 0.122 0.194 0.33
H 2.552 12.241 5.302 -0.017 0.233 -0.002 0.33
H 0.956 13.010 5.107 0.082 -0.153 -0.109 0.29
H 1.824 10.258 2.270 0.209 -0.080 0.083 0.19
H 2.224 9.404 3.778 0.111 0.030 -0.183 0.30
H 3.187 10.826 3.278 -0.247 -0.012 0.055 0.39
```
Positions in Å, forces in eV/Å.

SMILES: CCCc1c(C[C@H](C)O)c(P(C)C)cc2c1Nc1ccccc1S2.CN(C)C=O.CN(C)C=O.CN(C)C=O.CN(C)C=O.CN(C)C=O.CN(C)C=O.CN(C)C=O
LUMO (hartree): 0.002
Highest occupied orbital energy (Ha): -0.2774
Maximum force (eV/Å): 4.95
Electronic energy (eV): -92137.6585

This record from OMol25 describes 6 unconnected molecules or ions with the total composition C41H76B2FN11O10P in a non-equilibrium geometry. The level of theory is ωB97M-V/def2-TZVPD.

Geometry as XYZ:
```
142
Properties=species:S:1:pos:R:3:forces:R:3:mulliken_charge:R:1
C -0.815 4.477 -2.180 0.086 -1.067 1.750 -2.00
C -1.022 2.988 -1.908 0.361 0.704 0.472 1.71
C -0.066 2.523 -0.806 -0.210 0.673 -0.403 -0.42
O 0.592 1.314 -1.109 0.389 -0.256 0.548 -0.33
C -0.117 0.117 -1.030 -0.121 -0.415 -0.342 -2.18
C -0.225 -0.577 0.360 -0.020 0.000 0.218 1.40
C 1.098 -0.228 1.083 0.533 0.320 0.439 -1.33
C 2.440 -0.440 0.417 0.297 -0.928 0.112 -1.19
N 3.334 -1.228 0.852 -0.039 0.429 -0.015 -0.62
C -1.360 0.039 1.216 0.405 0.553 -0.204 -2.12
B -2.648 0.666 0.490 -1.087 0.185 0.263 0.48
O -3.577 0.003 -0.272 0.634 -0.366 -0.439 -1.03
O -2.876 2.013 0.696 0.677 -0.265 0.696 -0.69
N -1.587 -0.703 2.516 0.724 -0.232 0.103 1.44
C -2.201 0.239 3.528 0.204 0.992 1.689 0.76
C -1.070 0.802 4.421 -0.283 -0.092 -0.114 -1.61
C -3.398 -0.155 4.403 -0.980 0.286 -0.051 -0.63
C -4.639 0.719 4.123 0.396 -0.030 -0.248 -1.53
C -2.017 -2.120 2.377 -1.244 -1.442 0.117 0.87
C -2.042 -2.881 3.753 0.252 0.157 0.123 -1.17
C -1.145 -2.417 4.881 0.973 0.334 0.644 -0.29
O 0.006 -2.062 4.781 -1.089 -0.152 -0.118 -0.47
O -1.755 -2.513 6.104 0.020 -0.290 -0.490 -0.56
B -3.563 -2.286 1.971 -0.981 0.197 0.099 0.49
N -4.277 -3.526 1.872 0.949 0.362 0.131 -0.48
O -4.299 -1.117 1.948 0.884 -0.038 -0.779 -0.71
C -0.959 -2.832 1.469 1.392 0.213 0.190 -0.46
O 0.251 -2.834 2.200 -0.030 0.685 0.080 -0.45
C -1.310 -4.301 1.134 -0.629 -0.908 -1.030 -2.20
O -2.193 -4.645 0.394 0.444 0.192 0.715 -0.39
N -0.388 -5.302 1.661 -0.209 0.290 0.264 0.31
C -0.992 -6.068 2.683 -1.636 -1.022 0.576 0.54
O -2.072 -6.605 2.701 1.896 1.101 -0.033 -0.45
F -0.204 -6.090 3.774 -0.199 -0.038 -0.354 -0.23
C -0.531 -2.094 0.130 -0.483 -0.868 -1.439 2.39
C -1.625 -2.282 -0.954 -0.364 0.789 -0.721 -0.12
C -1.194 -2.537 -2.383 -0.424 -0.799 0.037 -1.13
N -1.701 -3.427 -3.130 0.220 0.338 -0.120 -0.91
P 1.078 -3.089 -0.423 1.632 -0.500 1.063 -0.31
N 1.742 -2.281 -1.754 -0.667 -0.419 0.204 -0.13
O 0.538 -4.521 -1.077 -0.359 0.651 0.202 -0.63
H -1.367 4.813 -3.046 -0.183 -1.032 2.479 0.55
H -1.073 5.077 -1.318 -0.104 0.171 0.441 0.38
H 0.238 4.650 -2.386 0.282 0.135 -0.152 0.44
H -0.777 2.447 -2.816 -0.237 -0.206 -0.143 -1.03
H -2.059 2.865 -1.620 -0.295 -0.437 -0.149 -0.07
H -0.531 2.552 0.178 -0.204 -0.364 0.211 0.06
H 0.716 3.271 -0.750 0.409 -0.030 0.002 0.78
H -1.060 0.178 -1.582 -0.316 0.207 0.330 0.96
H 0.485 -0.583 -1.595 0.133 0.008 -0.152 0.53
H 1.191 -0.678 2.068 -0.182 -0.413 0.089 0.40
H 1.084 0.841 1.295 -0.201 0.293 -0.213 0.69
H 2.681 0.089 -0.494 -0.217 0.353 -0.132 0.58
H 3.008 -1.716 1.687 -0.036 -0.134 0.058 0.32
H -0.891 0.929 1.622 -0.063 0.431 -0.099 1.62
H -3.850 0.550 -1.011 -0.451 0.257 -0.118 0.32
H -3.769 2.164 1.012 -0.391 0.316 -0.432 0.33
H -0.629 -0.815 2.876 0.102 -0.153 -0.027 0.62
H -2.500 1.163 3.058 -0.305 -0.344 -1.161 0.61
H -0.921 0.224 5.322 0.398 -0.269 0.038 0.43
H -1.360 1.792 4.749 -0.175 0.240 0.053 0.54
H -0.148 0.937 3.863 0.298 -0.125 0.032 0.16
H -3.157 0.042 5.442 0.377 -0.123 0.256 0.79
H -3.759 -1.172 4.371 0.378 -0.221 -0.267 -0.22
H -4.664 1.016 3.081 -0.075 0.015 -0.163 0.17
H -4.631 1.620 4.724 -0.080 0.168 0.189 0.37
H -5.539 0.151 4.307 -0.314 0.017 0.202 0.43
H -1.798 -3.931 3.611 0.168 -0.178 -0.202 0.24
H -3.037 -2.942 4.168 -0.247 0.087 0.051 0.75
H -2.089 -1.656 6.381 -0.001 0.226 0.290 0.42
H -4.664 -3.740 0.965 -0.475 -0.096 0.085 0.30
H -3.815 -4.345 2.238 0.018 -0.278 -0.316 0.30
H -4.942 -1.159 1.233 -0.540 0.152 0.193 0.30
H 0.239 -3.421 2.960 0.072 -0.146 0.016 0.83
H -0.156 -5.918 0.887 0.109 -0.032 -0.231 0.49
H -2.338 -3.060 -0.728 0.107 -0.115 0.171 1.15
H -2.251 -1.402 -1.075 0.039 0.169 0.388 0.02
H -0.442 -1.911 -2.844 0.057 0.172 0.058 0.43
H -2.405 -3.970 -2.632 -0.037 -0.141 0.090 0.26
H 1.438 -2.559 -2.678 0.230 0.245 -0.246 0.17
H 2.750 -2.273 -1.681 0.179 0.009 -0.088 0.36
H 0.499 -4.472 -2.039 -0.353 -0.219 -0.204 0.31
C -4.409 7.572 0.014 0.068 -0.025 0.035 -1.00
C -3.404 8.392 0.816 -0.218 -0.166 -0.042 -0.42
C -2.496 9.253 -0.067 -0.052 0.043 0.292 -0.47
C -1.642 8.444 -0.935 -0.117 0.211 -0.011 0.07
N -0.980 7.808 -1.621 -0.219 -0.004 0.498 -0.31
H -3.907 6.860 -0.644 0.012 0.023 -0.032 0.23
H -5.059 7.007 0.682 -0.018 0.007 -0.013 0.32
H -5.039 8.216 -0.601 -0.010 -0.003 -0.015 0.32
H -2.796 7.727 1.432 0.062 0.051 0.003 0.29
H -3.942 9.052 1.498 0.068 0.063 0.000 0.31
H -1.858 9.879 0.558 0.083 -0.003 -0.067 0.29
H -3.095 9.926 -0.682 0.024 -0.038 -0.099 0.28
C 1.255 2.147 -5.511 -0.054 0.004 -0.041 -1.17
C -0.070 1.407 -5.384 0.173 0.128 -0.140 -0.75
C -0.041 0.315 -4.313 -0.211 0.135 -0.005 1.07
C 0.881 -0.782 -4.607 -0.028 0.214 -0.120 0.15
N 1.602 -1.645 -4.838 -0.001 -0.103 0.055 -0.65
H 2.061 1.492 -5.843 -0.014 -0.032 0.044 0.43
H 1.156 2.950 -6.241 0.052 0.034 0.001 0.40
H 1.543 2.592 -4.556 0.035 0.000 0.019 0.17
H -0.352 0.982 -6.348 -0.033 -0.069 0.029 0.46
H -0.849 2.122 -5.111 -0.061 -0.031 0.015 0.42
H -1.042 -0.109 -4.198 0.010 -0.083 -0.022 0.50
H 0.235 0.757 -3.351 0.156 -0.096 -0.204 -0.67
C 3.047 -7.006 -1.095 -0.063 -0.009 -0.017 -0.69
C 3.234 -7.742 -2.416 -0.095 0.024 0.238 -0.51
C 4.625 -7.514 -3.014 -0.206 -0.195 -0.132 -0.50
C 4.836 -6.108 -3.352 0.194 -0.132 0.053 0.29
N 5.005 -5.001 -3.598 -0.090 0.169 0.000 -0.43
H 3.129 -5.927 -1.231 0.030 0.011 0.025 0.09
H 2.061 -7.213 -0.679 -0.005 0.009 0.020 0.16
H 3.795 -7.317 -0.363 0.007 0.006 0.002 0.40
H 2.469 -7.422 -3.126 0.049 -0.005 -0.071 0.28
H 3.091 -8.813 -2.262 0.064 -0.023 -0.049 0.34
H 4.747 -8.115 -3.915 0.050 0.074 -0.048 0.30
H 5.396 -7.835 -2.312 0.037 0.089 0.022 0.29
C 2.233 6.028 -4.626 0.039 0.012 -0.118 -0.73
C 1.345 7.178 -5.078 0.052 -0.189 -0.062 -0.65
C 0.074 7.283 -4.227 0.455 0.033 -0.237 -0.24
C -0.765 6.091 -4.356 0.135 1.032 -1.380 0.17
N -1.406 5.143 -4.439 -0.245 1.107 -3.332 -0.55
H 1.714 5.077 -4.755 0.023 -0.054 0.064 -0.09
H 3.148 5.988 -5.216 0.020 -0.021 0.007 0.40
H 2.514 6.133 -3.576 -0.021 -0.009 0.015 0.30
H 1.084 7.048 -6.129 -0.027 0.029 -0.031 0.34
H 1.891 8.120 -5.004 -0.078 0.047 0.055 0.34
H -0.507 8.157 -4.526 -0.140 -0.069 0.055 0.42
H 0.333 7.419 -3.176 -0.055 -0.143 -0.281 0.29
C 7.025 -3.495 4.444 -0.013 0.038 0.045 -1.16
C 6.086 -2.312 4.646 0.105 -0.220 0.015 -0.42
C 6.100 -1.332 3.467 -0.237 -0.081 0.217 -0.08
C 7.401 -0.688 3.298 -0.140 -0.041 -0.128 0.14
N 8.422 -0.184 3.164 0.150 0.058 0.035 -0.43
H 8.063 -3.169 4.368 0.002 0.017 -0.035 0.35
H 6.955 -4.185 5.285 0.012 -0.019 -0.004 0.34
H 6.774 -4.045 3.535 0.012 0.001 -0.013 0.31
H 6.349 -1.787 5.566 -0.022 0.064 -0.017 0.30
H 5.066 -2.681 4.771 -0.034 0.070 -0.025 0.27
H 5.350 -0.556 3.627 0.057 0.078 -0.064 0.22
H 5.829 -1.848 2.545 0.088 0.045 -0.068 0.16
```
Positions in Å, forces in eV/Å.

LUMO (hartree): -0.107
Total charge: +1
Highest occupied orbital energy (Ha): -0.3848
Maximum force (eV/Å): 3.52
Electronic energy (eV): -93968.7943

Question: The lowest highest occupied orbital energy belongs to which entry?
Answer: C41H76B2FN11O10P

Question: Number 1 is which compound?
Answer: C41H75N8O8PS